A structure of composition C3H6N4S at a distorted geometry. Source: OMol25; level of theory: ωB97M-V/def2-TZVPD.

The geometry in XYZ format:
```
14
Properties=species:S:1:pos:R:3:nbo_charge:R:1
S 0.80858 1.45612 -2.27875 -0.16
N -0.21465 0.62633 -0.15521 -0.23
N -0.93728 -2.61497 1.43723 -0.33
N 2.06608 0.64983 -0.11240 -0.76
N 0.05360 -0.41766 1.34448 -0.60
C -0.65599 -1.50172 1.31170 0.36
C -1.48636 0.14483 -0.76729 -0.47
C 0.97528 0.81059 -0.79958 0.23
H -1.43154 -1.05063 -0.88519 0.22
H -2.38173 0.25608 -0.05088 0.22
H 1.92409 0.20807 0.79602 0.41
H -1.82052 0.72193 -1.67016 0.28
H 3.03184 0.64760 -0.39184 0.43
H 0.06857 0.06361 2.22186 0.41
```

The calculated total energy is -734.99958 a.u. As for the total charge: 0.